A structure of composition C30H28BFHfN6 at a distorted geometry, computed with the ωB97M-V functional and the def2-TZVPD basis.

Computed properties:
E_tot, eV: -45197.845
Orbital gap, eV: 7.9
HOMO energy, eV: -14.34

Structure (ORCA input):
```
! wB97M-V def2-TZVPD RIJCOSX def2/J DEFGRID3
* xyz 2 1
Hf -0.30 0.26 -0.14
C -2.55 1.55 -5.00
C -2.39 0.80 -3.74
C -3.17 -0.25 -3.25
C -2.60 -0.62 -2.04
N -1.54 0.19 -1.80
N -1.41 1.03 -2.85
B -0.14 1.92 -2.90
N 1.09 0.98 -2.68
N 1.19 0.20 -1.57
C 2.34 -0.50 -1.65
C 2.98 -0.16 -2.83
C 2.16 0.78 -3.46
C 2.40 1.45 -4.76
C 2.72 -1.44 -0.59
C 1.91 -1.62 0.54
C 2.27 -2.50 1.54
C 3.44 -3.24 1.43
C 4.25 -3.07 0.32
C 3.90 -2.18 -0.68
N -0.20 2.87 -1.68
N -0.16 2.31 -0.44
C -0.04 3.31 0.46
C -0.05 4.53 -0.21
C -0.15 4.21 -1.57
C -0.20 5.13 -2.72
C 0.16 2.93 1.86
C -0.29 3.74 2.91
C -0.10 3.33 4.22
C 0.52 2.13 4.50
C 1.01 1.33 3.47
C 0.83 1.73 2.15
C -2.86 -1.70 -1.09
C -4.14 -2.19 -0.86
C -4.34 -3.20 0.07
C -3.26 -3.73 0.77
C -1.98 -3.28 0.53
C -1.76 -2.26 -0.40
H -3.45 1.23 -5.52
H -1.70 1.40 -5.66
H -2.63 2.62 -4.79
H -4.02 -0.69 -3.73
H -0.04 2.50 -3.91
H 3.92 -0.53 -3.20
H 3.34 1.10 -5.17
H 2.45 2.53 -4.63
H 1.60 1.23 -5.46
H 0.97 -1.05 0.68
H 1.63 -2.62 2.40
H 3.72 -3.93 2.21
H 5.17 -3.63 0.23
H 4.54 -2.06 -1.54
H 0.03 5.51 0.21
H -0.21 6.16 -2.38
H -1.09 4.95 -3.31
H 0.67 4.99 -3.37
H -0.78 4.67 2.70
H -0.45 3.96 5.03
H 0.64 1.81 5.52
H 1.55 0.43 3.70
H 1.35 1.18 1.34
H -4.98 -1.78 -1.40
H -5.33 -3.58 0.24
H -3.43 -4.50 1.51
H -1.14 -3.74 1.03
H -0.73 -2.01 -0.71
F -1.13 -0.19 1.44
*
```

A structure of composition C30H28BrCoN10O3 at a distorted geometry, computed with the ωB97M-V functional and the def2-TZVPD basis.

Computed properties:
Energy above the lowest of the compared OMol25 structures with the same formula, charge and spin, kJ/mol: 57.15
E_tot, eV: -160276.788
Orbital gap (alpha / beta), eV: 6.9 / 6.8
HOMO energy (alpha / beta), eV: -9.89 / -9.89

Structure (ORCA input):
```
! wB97M-V def2-TZVPD RIJCOSX def2/J DEFGRID3
* xyz 1 4
Co 0.05 -0.04 -0.10
C 13.46 1.98 1.06
O 12.79 0.74 1.08
C 11.45 0.72 0.96
C 10.64 1.85 0.81
C 9.28 1.70 0.68
C 8.68 0.44 0.70
C 9.50 -0.69 0.86
C 10.85 -0.55 0.99
C 7.25 0.35 0.58
N 6.45 1.39 0.48
C 5.19 0.89 0.43
C 5.23 -0.51 0.49
N 6.55 -0.83 0.59
C 4.07 -1.31 0.43
C 4.05 -2.72 0.43
C 2.84 -3.36 0.36
C 1.67 -2.61 0.36
N 1.66 -1.29 0.37
C 2.83 -0.62 0.35
C 2.78 0.81 0.24
N 1.57 1.38 0.05
C 1.51 2.69 -0.10
C 2.63 3.53 -0.07
C 3.87 2.97 0.12
C 3.96 1.59 0.28
H 14.52 1.75 1.17
H 13.14 2.62 1.88
H 13.31 2.51 0.11
H 11.07 2.84 0.81
H 8.64 2.56 0.57
H 9.07 -1.68 0.89
H 11.50 -1.41 1.13
H 6.94 -1.75 0.65
H 4.98 -3.26 0.47
H 2.79 -4.44 0.33
H 0.70 -3.09 0.35
H 0.53 3.12 -0.25
H 2.51 4.59 -0.20
H 4.78 3.55 0.15
C -2.94 3.53 -0.83
N -3.29 2.68 0.29
C -4.70 2.70 0.63
C -2.51 1.57 0.49
N -1.58 1.18 -0.30
N -2.71 0.92 1.70
C -1.99 -0.12 2.21
N -2.39 -0.50 3.46
N -1.01 -0.67 1.59
H -3.45 4.48 -0.72
H -3.21 3.09 -1.80
H -1.86 3.72 -0.82
H -5.06 3.72 0.55
H -4.88 2.36 1.65
H -5.28 2.07 -0.05
H -1.60 1.55 -1.25
H -3.37 1.35 2.34
H -3.27 -0.22 3.85
H -1.96 -1.31 3.88
H -0.59 -1.44 2.11
Br -1.09 -1.19 -8.25
C -0.96 -1.74 -6.43
C -1.00 -3.09 -6.11
N -0.89 -3.51 -4.87
C -0.75 -2.63 -3.89
C -0.73 -1.26 -4.11
C -0.83 -0.80 -5.42
C -0.67 -0.29 -2.95
O -1.11 0.85 -3.08
O -0.15 -0.79 -1.90
H -1.14 -3.85 -6.86
H -0.65 -3.03 -2.89
H -0.80 0.26 -5.62
*
```

A structure of composition C30H28Cl2GeIN6OSeSn at a distorted geometry, computed with the ωB97M-V functional and the def2-TZVPD basis.

Computed properties:
Energy above the lowest of the compared OMol25 structures with the same formula, charge and spin, kJ/mol: 564.09
E_tot, eV: -203381.950
Orbital gap (alpha / beta), eV: 5.9 / 5.7
HOMO energy (alpha / beta), eV: -9.99 / -9.84

Structure (ORCA input):
```
! wB97M-V def2-TZVPD RIJCOSX def2/J DEFGRID3
* xyz 1 1
Sn -1.03 1.31 -1.39
N 3.49 2.49 -2.28
C 2.18 2.30 -2.34
O 1.53 1.88 -1.38
C 1.53 2.65 -3.66
I 0.91 0.81 -4.57
H 4.01 2.15 -1.49
H 4.02 2.76 -3.10
H 2.20 3.15 -4.35
H 0.63 3.24 -3.49
Cl -1.94 5.87 0.59
C -0.97 5.97 -0.90
Cl 0.02 4.52 -1.09
H -0.31 6.83 -0.83
H -1.65 6.05 -1.74
Se -4.46 4.48 -0.62
N -5.88 3.46 -0.68
C -5.47 2.20 -0.81
C -6.27 1.03 -0.88
C -5.62 -0.17 -0.98
C -4.21 -0.23 -1.01
N -3.43 0.83 -0.96
C -4.04 2.04 -0.86
N -3.33 3.15 -0.76
H -7.35 1.11 -0.85
H -6.19 -1.09 -1.03
H -3.69 -1.18 -1.08
N -1.90 1.60 1.71
C -1.59 1.97 2.96
C -0.30 2.45 2.93
C 0.10 2.33 1.60
N -0.88 1.81 0.87
H -2.75 1.19 1.36
H -2.28 1.87 3.78
H 0.27 2.83 3.76
H 1.04 2.57 1.13
C -0.71 -0.70 -0.43
Ge 0.87 -1.68 0.08
C 2.66 -1.45 -0.76
C 2.78 -1.97 -2.04
C 3.98 -1.90 -2.73
C 5.09 -1.32 -2.14
C 4.98 -0.80 -0.85
C 3.77 -0.85 -0.17
C 0.63 -1.25 2.02
C -0.65 -1.41 2.55
C -0.90 -1.18 3.89
C 0.14 -0.80 4.73
C 1.42 -0.67 4.23
C 1.66 -0.89 2.87
C 0.59 -3.63 0.03
C -0.45 -4.24 -0.67
C -0.57 -5.62 -0.68
C 0.33 -6.40 0.02
C 1.37 -5.81 0.73
C 1.49 -4.43 0.73
H 1.93 -2.45 -2.50
H 4.05 -2.31 -3.73
H 6.03 -1.28 -2.66
H 5.85 -0.37 -0.37
H 3.70 -0.43 0.82
H -1.46 -1.73 1.89
H -1.90 -1.30 4.29
H -0.05 -0.62 5.78
H 2.24 -0.41 4.88
H 2.67 -0.78 2.49
H -1.16 -3.62 -1.21
H -1.38 -6.08 -1.23
H 0.23 -7.48 0.01
H 2.07 -6.42 1.28
H 2.30 -3.96 1.28
*
```